(1)
{
  "formula": "C42H110N8O32P6",
  "method": "ωB97M-V/def2-TZVPD",
  "symbols": ["C", "C", "O", "N", "C", "H", "H", "H", "H", "H", "H", "H", "C", "C", "O", "N", "C", "H", "H", "H", "H", "H", "H", "H", "C", "C", "O", "N", "C", "H", "H", "H", "H", "H", "H", "H", "C", "C", "O", "N", "C", "H", "H", "H", "H", "H", "H", "H", "C", "C", "O", "N", "C", "H", "H", "H", "H", "H", "H", "H", "C", "C", "O", "N", "C", "H", "H", "H", "H", "H", "H", "H", "C", "C", "O", "N", "C", "H", "H", "H", "H", "H", "H", "H", "C", "C", "O", "N", "C", "H", "H", "H", "H", "H", "H", "H", "C", "O", "P", "O", "O", "C", "O", "C", "H", "H", "H", "H", "H", "H", "H", "H", "H", "C", "O", "P", "O", "O", "C", "O", "C", "H", "H", "H", "H", "H", "H", "H", "H", "H", "C", "O", "P", "O", "O", "C", "O", "C", "H", "H", "H", "H", "H", "H", "H", "H", "H", "C", "O", "P", "O", "O", "C", "O", "C", "H", "H", "H", "H", "H", "H", "H", "H", "H", "C", "O", "P", "O", "O", "C", "O", "C", "H", "H", "H", "H", "H", "H", "H", "H", "H", "C", "O", "P", "O", "O", "C", "O", "C", "H", "H", "H", "H", "H", "H", "H", "H", "H"],
  "coordinates": [[-2.650, -30.400, 21.365], [-4.038, -30.091, 20.845], [-4.979, -30.869, 21.035], [-4.200, -28.891, 20.211], [-5.520, -28.392, 19.906], [-2.206, -29.458, 21.702], [-2.006, -30.728, 20.560], [-2.727, -31.055, 22.220], [-3.375, -28.297, 20.094], [-5.426, -27.559, 19.201], [-6.013, -28.016, 20.803], [-6.106, -29.124, 19.353], [-1.477, -23.813, 13.003], [-1.407, -22.793, 14.106], [-0.890, -23.121, 15.187], [-1.931, -21.577, 13.872], [-1.867, -20.498, 14.861], [-0.487, -24.226, 12.806], [-1.875, -23.403, 12.073], [-2.050, -24.679, 13.327], [-2.564, -21.422, 13.112], [-0.836, -20.250, 15.116], [-2.442, -20.778, 15.744], [-2.257, -19.579, 14.426], [-1.954, -32.496, 15.085], [-1.939, -31.017, 15.359], [-2.962, -30.368, 15.360], [-0.745, -30.503, 15.721], [-0.521, -29.118, 16.064], [-1.597, -33.025, 15.970], [-1.327, -32.748, 14.226], [-2.952, -32.826, 14.822], [-0.030, -31.185, 15.895], [0.539, -28.895, 16.073], [-0.965, -28.927, 17.046], [-1.043, -28.450, 15.380], [-3.651, -26.800, 16.359], [-3.802, -26.440, 14.892], [-4.191, -25.328, 14.538], [-3.383, -27.400, 14.029], [-3.490, -27.227, 12.590], [-3.411, -27.872, 16.433], [-4.585, -26.691, 16.901], [-2.820, -26.299, 16.847], [-3.193, -28.299, 14.443], [-2.940, -26.367, 12.215], [-4.527, -27.087, 12.272], [-3.112, -28.155, 12.164], [3.802, -24.609, 26.215], [2.965, -25.640, 25.509], [1.866, -25.884, 25.968], [3.406, -26.275, 24.406], [4.711, -26.029, 23.785], [4.196, -24.971, 27.163], [3.213, -23.713, 26.388], [4.683, -24.276, 25.655], [2.906, -27.057, 24.033], [4.855, -26.727, 22.967], [5.506, -26.059, 24.522], [4.694, -25.057, 23.282], [-2.680, -23.356, 20.877], [-3.371, -23.251, 22.212], [-2.761, -23.235, 23.270], [-4.682, -22.980, 22.169], [-5.514, -22.697, 23.312], [-3.278, -23.989, 20.222], [-1.729, -23.859, 21.015], [-2.518, -22.360, 20.488], [-5.148, -23.071, 21.276], [-5.061, -21.915, 23.936], [-5.670, -23.518, 24.025], [-6.483, -22.341, 22.970], [9.019, -30.184, 19.742], [7.851, -29.366, 20.268], [7.992, -28.696, 21.277], [6.689, -29.456, 19.569], [5.518, -28.602, 19.779], [9.783, -30.186, 20.502], [9.330, -29.778, 18.773], [8.704, -31.190, 19.439], [6.651, -29.982, 18.717], [5.678, -27.804, 20.485], [4.685, -29.261, 20.026], [5.218, -28.134, 18.832], [3.485, -23.934, 20.189], [3.471, -25.367, 19.765], [3.604, -26.283, 20.592], [3.422, -25.645, 18.416], [3.395, -24.693, 17.325], [2.645, -23.362, 19.790], [4.455, -23.479, 19.990], [3.332, -23.798, 21.260], [3.267, -26.624, 18.251], [2.401, -24.259, 17.194], [3.692, -25.187, 16.407], [4.122, -23.896, 17.465], [-0.806, -32.965, 23.982], [0.313, -32.465, 23.272], [0.681, -33.067, 21.874], [1.916, -32.563, 21.308], [0.621, -34.633, 22.105], [1.803, -35.347, 22.386], [-0.631, -32.839, 21.043], [-0.677, -33.056, 19.612], [-1.602, -32.214, 24.042], [-0.592, -33.162, 25.030], [-1.280, -33.825, 23.513], [1.642, -36.393, 22.123], [2.075, -35.336, 23.445], [2.679, -35.016, 21.825], [-1.431, -33.823, 19.410], [0.257, -33.458, 19.208], [-0.963, -32.115, 19.143], [-6.670, -25.111, 18.708], [-6.390, -24.044, 17.798], [-5.820, -22.688, 18.310], [-6.253, -22.238, 19.628], [-6.069, -21.692, 17.113], [-5.562, -20.369, 17.309], [-4.236, -22.873, 18.301], [-3.591, -23.221, 17.062], [-6.245, -24.975, 19.707], [-6.269, -26.044, 18.324], [-7.751, -25.186, 18.827], [-4.923, -20.274, 18.189], [-6.386, -19.662, 17.357], [-4.940, -20.081, 16.456], [-3.166, -24.220, 17.121], [-2.759, -22.548, 16.854], [-4.262, -23.189, 16.203], [-4.233, -27.720, 27.040], [-3.934, -28.450, 25.845], [-2.783, -29.532, 25.718], [-2.303, -30.141, 26.953], [-1.719, -28.773, 24.855], [-1.018, -27.670, 25.422], [-3.382, -30.510, 24.643], [-4.389, -31.442, 24.989], [-4.035, -26.668, 26.852], [-3.709, -28.137, 27.899], [-5.301, -27.821, 27.253], [-1.044, -26.836, 24.718], [0.020, -27.950, 25.572], [-1.440, -27.293, 26.354], [-4.708, -31.348, 26.029], [-4.012, -32.448, 24.809], [-5.275, -31.303, 24.371], [0.928, -18.265, 20.793], [0.371, -19.427, 21.364], [0.750, -20.877, 20.897], [2.060, -21.062, 20.277], [0.540, -21.683, 22.208], [0.646, -23.112, 22.244], [-0.491, -21.289, 19.991], [-0.716, -20.577, 18.775], [0.158, -17.565, 20.473], [1.586, -18.465, 19.944], [1.528, -17.766, 21.556], [-0.306, -23.567, 22.497], [1.384, -23.391, 23.000], [1.032, -23.507, 21.303], [-0.649, -21.299, 17.960], [0.027, -19.795, 18.623], [-1.714, -20.142, 18.776], [-0.468, -24.928, 18.039], [-0.181, -26.360, 18.208], [-0.544, -26.971, 19.608], [-1.939, -26.877, 20.002], [0.028, -28.426, 19.555], [1.425, -28.596, 19.251], [0.421, -26.247, 20.633], [0.248, -26.620, 22.021], [-1.404, -24.642, 18.531], [-0.690, -24.739, 16.987], [0.386, -24.356, 18.391], [1.545, -29.455, 18.596], [2.004, -28.728, 20.158], [1.817, -27.729, 18.720], [1.269, -26.692, 22.393], [-0.288, -27.561, 22.148], [-0.276, -25.877, 22.623], [4.830, -25.493, 12.620], [4.451, -24.286, 13.246], [2.931, -24.043, 13.622], [2.799, -22.807, 14.371], [2.156, -24.134, 12.246], [2.007, -22.972, 11.419], [2.494, -25.365, 14.344], [1.090, -25.701, 14.578], [5.458, -25.277, 11.752], [4.031, -26.115, 12.201], [5.399, -26.135, 13.294], [2.227, -22.059, 11.966], [0.978, -22.969, 11.056], [2.619, -23.061, 10.520], [1.011, -26.059, 15.603], [0.777, -26.494, 13.895], [0.473, -24.821, 14.416]],
  "e_above_lowest_kcal_mol": 0.0,
  "total_energy_ha": -6560.8574,
  "lumo_energy_ha": -0.002,
  "total_charge": 0
}

***

(2)
{
  "formula": "C42H112N8O12",
  "method": "ωB97M-V/def2-TZVPD",
  "symbols": ["C", "O", "C", "C", "C", "N", "H", "H", "H", "H", "H", "H", "H", "H", "H", "H", "H", "C", "O", "C", "C", "C", "N", "H", "H", "H", "H", "H", "H", "H", "H", "H", "H", "H", "C", "O", "C", "C", "C", "N", "H", "H", "H", "H", "H", "H", "H", "H", "H", "H", "H", "C", "O", "C", "C", "C", "N", "H", "H", "H", "H", "H", "H", "H", "H", "H", "H", "H", "C", "O", "C", "C", "C", "N", "H", "H", "H", "H", "H", "H", "H", "H", "H", "H", "H", "C", "O", "C", "C", "C", "N", "H", "H", "H", "H", "H", "H", "H", "H", "H", "H", "H", "C", "O", "C", "C", "N", "C", "C", "O", "C", "H", "H", "H", "H", "H", "H", "H", "H", "H", "H", "H", "H", "H", "H", "H", "C", "O", "C", "C", "N", "C", "C", "O", "C", "H", "H", "H", "H", "H", "H", "H", "H", "H", "H", "H", "H", "H", "H", "H", "C", "C", "C", "O", "H", "H", "H", "H", "H", "H", "H", "H", "C", "C", "C", "O", "H", "H", "H", "H", "H", "H", "H", "H"],
  "coordinates": [[6.753, 20.670, -18.808], [7.897, 21.192, -18.200], [7.869, 21.152, -16.796], [8.769, 22.184, -16.143], [8.463, 23.552, -16.621], [10.189, 21.942, -16.534], [5.974, 21.408, -18.618], [6.434, 19.679, -18.486], [6.827, 20.674, -19.896], [6.876, 21.107, -16.350], [8.302, 20.177, -16.572], [8.617, 22.177, -15.063], [8.995, 24.381, -16.154], [7.423, 23.765, -16.374], [8.525, 23.714, -17.697], [10.191, 22.150, -17.522], [10.412, 20.957, -16.554], [1.845, 25.204, -14.646], [2.095, 26.506, -15.199], [1.388, 26.690, -16.398], [1.734, 28.154, -16.870], [1.310, 29.251, -15.991], [1.151, 28.346, -18.171], [2.733, 24.592, -14.806], [1.045, 24.649, -15.136], [1.763, 25.257, -13.560], [1.682, 25.992, -17.183], [0.311, 26.550, -16.311], [2.821, 28.158, -16.957], [1.746, 28.978, -15.030], [0.238, 29.448, -15.966], [1.795, 30.184, -16.279], [1.032, 27.391, -18.480], [0.218, 28.726, -18.099], [12.270, 28.764, -20.543], [11.548, 29.865, -21.114], [11.338, 29.852, -22.532], [10.550, 31.066, -22.973], [10.624, 31.164, -24.484], [11.137, 32.252, -22.454], [13.334, 28.967, -20.421], [12.327, 27.871, -21.166], [11.967, 28.483, -19.534], [12.350, 29.978, -22.916], [10.901, 28.976, -23.012], [9.588, 30.919, -22.481], [10.190, 30.321, -25.022], [11.587, 30.980, -24.960], [10.262, 32.120, -24.863], [11.235, 32.178, -21.452], [12.077, 32.359, -22.809], [4.671, 15.376, -15.362], [3.582, 16.209, -15.820], [2.566, 15.506, -16.578], [1.369, 16.480, -16.843], [1.062, 17.345, -15.574], [0.133, 15.774, -17.186], [4.378, 14.657, -14.597], [5.404, 16.053, -14.924], [5.085, 14.920, -16.262], [2.933, 15.331, -17.590], [2.290, 14.517, -16.212], [1.653, 17.182, -17.627], [0.176, 17.960, -15.732], [1.946, 17.871, -15.213], [0.787, 16.682, -14.753], [-0.560, 16.494, -17.330], [-0.100, 15.234, -16.364], [14.524, 16.864, -17.832], [14.359, 16.629, -16.452], [14.058, 15.267, -16.110], [15.291, 14.318, -16.143], [14.871, 12.915, -15.726], [16.280, 14.747, -15.201], [15.300, 16.239, -18.273], [14.832, 17.908, -17.894], [13.685, 16.634, -18.489], [13.504, 15.245, -15.172], [13.335, 14.864, -16.819], [15.664, 14.338, -17.167], [15.753, 12.277, -15.775], [14.131, 12.504, -16.413], [14.347, 12.675, -14.800], [16.520, 15.717, -15.349], [15.779, 14.714, -14.325], [9.156, 13.766, -8.504], [9.451, 15.180, -8.807], [10.802, 15.337, -9.050], [11.072, 16.734, -9.574], [10.201, 17.333, -10.731], [12.368, 16.859, -10.135], [9.669, 12.979, -9.057], [8.089, 13.557, -8.578], [9.579, 13.511, -7.532], [11.445, 15.132, -8.194], [11.222, 14.613, -9.748], [11.021, 17.337, -8.667], [10.439, 17.079, -11.764], [10.084, 18.416, -10.683], [9.239, 16.835, -10.607], [12.343, 16.503, -11.079], [12.607, 17.840, -10.148], [-2.558, 26.745, -20.045], [-1.424, 26.016, -20.516], [-1.813, 24.849, -21.213], [-0.573, 24.053, -21.749], [-0.234, 24.462, -22.988], [1.107, 23.964, -23.334], [2.202, 24.794, -22.657], [2.048, 26.190, -22.874], [3.178, 26.836, -22.389], [-3.003, 26.248, -19.183], [-3.188, 26.918, -20.918], [-2.343, 27.766, -19.729], [-2.563, 24.941, -21.998], [-2.267, 24.174, -20.488], [-0.870, 23.004, -21.732], [0.247, 24.101, -21.033], [-0.023, 25.445, -22.891], [1.185, 24.014, -24.420], [1.190, 22.883, -23.215], [3.159, 24.331, -22.895], [2.270, 24.657, -21.577], [4.031, 26.682, -23.049], [3.455, 26.643, -21.353], [2.990, 27.910, -22.413], [11.040, 28.042, -30.501], [12.186, 27.116, -30.617], [12.852, 26.799, -29.444], [12.736, 25.240, -29.130], [13.108, 25.159, -27.731], [13.105, 23.817, -27.170], [11.789, 23.077, -27.172], [10.803, 23.639, -26.302], [11.044, 23.461, -24.934], [10.522, 28.136, -31.455], [11.426, 29.036, -30.275], [10.264, 27.798, -29.776], [12.336, 27.287, -28.617], [13.898, 27.108, -29.459], [13.411, 24.569, -29.661], [11.670, 25.047, -29.251], [12.298, 25.593, -27.311], [13.553, 23.843, -26.176], [13.745, 23.152, -27.750], [11.941, 22.028, -26.919], [11.439, 22.932, -28.194], [10.322, 23.978, -24.302], [12.002, 23.835, -24.575], [10.851, 22.407, -24.734], [5.275, 17.160, -25.713], [4.587, 15.929, -25.116], [5.643, 14.869, -24.813], [3.911, 16.277, -23.932], [4.491, 17.855, -26.014], [5.844, 16.695, -26.518], [5.981, 17.716, -25.097], [3.865, 15.596, -25.862], [6.100, 14.786, -23.827], [6.468, 14.946, -25.522], [5.129, 13.930, -25.022], [2.958, 16.181, -23.862], [8.601, 34.319, -15.053], [9.533, 33.170, -15.525], [9.031, 31.785, -15.986], [10.209, 33.467, -16.799], [7.929, 34.009, -14.252], [7.820, 34.556, -15.774], [9.105, 35.256, -14.815], [10.401, 33.001, -14.889], [9.626, 31.266, -16.737], [8.086, 31.989, -16.490], [8.906, 31.128, -15.126], [10.540, 32.684, -17.246]],
  "e_above_lowest_kcal_mol": 194.9,
  "total_energy_ha": -3007.8562,
  "lumo_energy_ha": 0.007,
  "total_charge": 0,
  "smiles": "COC[C@H](C)N.COC[C@H](C)N.COC[C@H](C)N.COC[C@H](C)N.COC[C@H](C)N.COC[C@H](C)N.COCCNCCOC.COCCNCCOC.CC(C)O.CC(C)O"
}

***

Respective gap between HOMO and LUMO values: 8.790 8.985 eV.